1.
Computed, not measured: a structure of composition C60H56InN5O, with the ωB97M-V functional and the def2-TZVPD basis.

Values from the calculation:
Molar mass (u): 977.960
Lowest unoccupied orbital energy (eV): -1.181
Spin multiplicity: 1
F_max (hartree/bohr): 0.0098
Orbital gap (eV): 5.72

Atoms and positions in Å:
In1 -0.194 -0.388 -0.230
C1 2.608 -4.553 5.494
C2 2.149 -5.384 4.481
C3 1.649 -4.842 3.303
C4 1.600 -3.462 3.128
C5 2.075 -2.631 4.144
C6 2.574 -3.174 5.321
C7 1.058 -2.837 1.878
C8 1.981 -2.243 1.009
C9 3.412 -2.377 1.133
C10 3.961 -1.778 0.053
C11 2.873 -1.258 -0.746
N1 1.687 -1.544 -0.130
C12 3.002 -0.576 -1.963
C13 1.918 -0.034 -2.680
C14 2.026 0.471 -4.030
C15 0.795 0.883 -4.407
C16 -0.096 0.611 -3.311
C17 -1.480 0.783 -3.385
C18 -2.026 1.412 -4.635
C19 -2.224 2.783 -4.734
C20 -2.732 3.345 -5.902
C21 -3.040 2.537 -6.988
C22 -2.834 1.165 -6.903
C23 -2.331 0.608 -5.734
C24 -2.395 0.242 -2.482
N2 -2.084 -0.489 -1.368
C25 -3.251 -1.066 -0.929
C26 -3.382 -2.018 0.088
C27 -4.769 -2.460 0.444
C28 -5.243 -3.712 0.062
C29 -6.539 -4.104 0.380
C30 -7.371 -3.247 1.088
C31 -6.904 -1.997 1.477
C32 -5.610 -1.606 1.155
C33 -2.327 -2.564 0.819
C34 -2.482 -3.489 1.917
C35 -1.251 -3.680 2.449
C36 -0.325 -2.897 1.662
N3 -1.009 -2.236 0.680
C37 -4.343 -0.615 -1.754
C38 -3.818 0.193 -2.707
N4 0.612 0.068 -2.266
C39 4.365 -0.455 -2.575
C40 5.136 -1.588 -2.847
C41 6.401 -1.475 -3.411
C42 6.917 -0.224 -3.720
C43 6.156 0.912 -3.470
C44 4.893 0.796 -2.905
H1 2.993 -4.978 6.413
H2 2.183 -6.461 4.604
H3 1.302 -5.492 2.507
H4 2.053 -1.556 3.995
H5 2.939 -2.519 6.103
H6 3.921 -2.885 1.939
H7 5.010 -1.685 -0.181
H8 2.924 0.457 -4.627
H9 0.501 1.295 -5.361
H10 -1.963 3.420 -3.899
H11 -2.884 4.417 -5.962
H12 -3.434 2.974 -7.898
H13 -3.065 0.527 -7.749
H14 -2.170 -0.463 -5.662
H15 -4.590 -4.377 -0.493
H16 -6.898 -5.079 0.071
H17 -8.382 -3.552 1.336
H18 -7.547 -1.325 2.034
H19 -5.242 -0.630 1.454
H20 -3.418 -3.924 2.240
H21 -0.986 -4.301 3.293
H22 -5.373 -0.920 -1.644
H23 -4.330 0.678 -3.524
H24 4.724 -2.569 -2.632
H25 6.980 -2.367 -3.620
H26 7.908 -0.135 -4.153
H27 6.549 1.892 -3.715
H28 4.310 1.685 -2.698
C45 3.570 1.439 5.077
C46 3.160 1.334 3.626
C47 4.080 1.556 2.608
C48 3.674 1.491 1.276
C49 4.672 1.734 0.171
C50 2.346 1.221 0.979
C51 1.379 0.976 1.973
C52 1.841 1.034 3.305
N5 0.065 0.665 1.615
C53 -1.065 1.075 2.492
C54 -0.934 2.537 2.938
C55 -2.350 0.979 1.675
C56 -1.286 0.144 3.710
H29 4.655 1.454 5.179
H30 3.180 0.604 5.666
H31 3.180 2.358 5.518
H32 5.116 1.779 2.847
H33 5.660 1.941 0.581
H34 4.377 2.587 -0.452
H35 4.755 0.863 -0.483
H36 2.031 1.233 -0.063
H37 1.168 0.822 4.117
H38 -1.014 3.193 2.067
H39 0.020 2.737 3.429
H40 -1.737 2.785 3.640
H41 -2.224 1.461 0.703
H42 -3.164 1.481 2.200
H43 -2.631 -0.063 1.539
H44 -0.707 0.423 4.589
H45 -1.046 -0.890 3.442
H46 -2.338 0.181 4.008
C57 0.435 4.320 -0.117
C58 -0.185 3.431 -1.177
O1 -1.446 2.889 -0.779
C59 -2.525 3.796 -0.960
C60 -3.639 3.502 0.016
H47 1.376 4.741 -0.491
H48 0.654 3.736 0.779
H49 -0.223 5.149 0.156
H50 0.469 2.578 -1.359
H51 -0.294 3.964 -2.128
H52 -2.909 3.697 -1.980
H53 -2.178 4.825 -0.832
H54 -4.050 2.502 -0.150
H55 -4.440 4.233 -0.127
H56 -3.285 3.568 1.049

***

2.
Computed, not measured: a cluster of 2 separate species, C60H62N5O in total, with the ωB97M-V functional and the def2-TZVPD basis.

Values from the calculation:
Molar mass (u): 869.190
Charge: +1
Lowest unoccupied orbital energy (eV): -4.094
Spin multiplicity: 1
F_max (hartree/bohr): 0.1129
ΔE to the lowest compared entry with this formula, charge and spin (eV): 2.525
Orbital gap (eV): 3.23

Atoms and positions in Å:
C1 1.193 -2.048 7.396
C2 0.184 -1.991 6.281
C3 0.567 -2.302 4.979
C4 -0.323 -2.152 3.907
C5 0.053 -2.529 2.511
C6 -1.608 -1.692 4.172
N1 -2.502 -1.533 3.052
C7 -3.368 -2.525 2.601
C8 -3.056 -3.947 2.712
C9 -3.101 -4.691 1.510
C10 -2.615 -5.995 1.489
C11 -2.206 -6.599 2.687
C12 -2.264 -5.904 3.901
C13 -2.692 -4.579 3.922
N2 -4.368 -1.998 1.947
N3 -4.093 -0.630 1.840
C14 -5.254 0.183 1.572
C15 -6.464 -0.088 2.247
C16 -6.614 -1.161 3.265
C17 -7.613 0.622 1.887
C18 -7.591 1.609 0.897
C19 -8.845 2.338 0.494
C20 -6.384 1.858 0.239
C21 -5.240 1.107 0.511
C22 -4.085 1.241 -0.410
C23 -2.899 -0.357 2.450
C24 -1.791 0.600 2.109
O1 -1.373 0.782 0.935
C25 -1.127 1.219 3.306
C26 -1.960 1.862 4.334
C27 0.283 1.098 3.420
C28 1.098 0.646 2.339
C29 2.281 -0.034 2.587
C30 2.871 0.036 3.850
C31 2.220 0.731 4.879
C32 0.937 1.225 4.688
C33 -2.072 -1.510 5.481
C34 -3.521 -1.287 5.792
C35 -1.135 -1.597 6.519
H1 0.720 -1.837 8.363
H2 1.672 -3.036 7.461
H3 1.993 -1.306 7.243
H4 1.584 -2.653 4.781
H5 -0.428 -1.871 1.773
H6 1.136 -2.449 2.369
H7 -0.250 -3.568 2.311
H8 -3.491 -4.207 0.612
H9 -2.560 -6.540 0.544
H10 -1.839 -7.624 2.676
H11 -1.973 -6.387 4.837
H12 -2.768 -4.028 4.861
H13 -7.620 -1.060 3.690
H14 -6.523 -2.151 2.800
H15 -5.898 -1.100 4.095
H16 -8.562 0.388 2.379
H17 -8.637 3.387 0.243
H18 -9.310 1.880 -0.394
H19 -9.584 2.309 1.303
H20 -6.346 2.612 -0.551
H21 -4.450 1.169 -1.444
H22 -3.624 2.227 -0.274
H23 -3.324 0.476 -0.259
H24 -1.703 2.932 4.442
H25 -3.028 1.779 4.085
H26 -1.822 1.391 5.321
H27 0.751 0.818 1.322
H28 2.765 -0.577 1.774
H29 3.851 -0.419 4.018
H30 2.716 0.870 5.845
H31 0.378 1.655 5.524
H32 -3.653 -1.194 6.878
H33 -3.927 -0.372 5.339
H34 -4.140 -2.138 5.467
H35 -1.448 -1.383 7.544
C36 2.986 6.436 -8.857
N4 3.448 5.308 -8.073
C37 4.558 4.577 -8.647
C38 2.973 5.054 -6.820
C39 3.532 4.030 -6.004
C40 3.033 3.785 -4.734
C41 1.964 4.541 -4.184
C42 1.462 4.284 -2.830
C43 1.560 2.982 -2.259
C44 1.686 2.700 -0.890
C45 2.830 1.935 -0.432
C46 3.497 2.315 0.757
C47 4.653 1.680 1.173
C48 5.212 0.672 0.381
C49 4.596 0.305 -0.821
C50 3.427 0.933 -1.235
C51 0.924 5.379 -2.035
C52 -0.088 5.131 -1.076
C53 -0.620 6.141 -0.295
C54 -0.152 7.478 -0.431
N5 -0.727 8.488 0.280
C55 -0.254 9.851 0.183
C56 -1.908 8.259 1.085
C57 0.885 7.734 -1.374
C58 1.392 6.717 -2.167
C59 1.424 5.567 -5.010
C60 1.894 5.815 -6.289
H36 3.319 7.392 -8.426
H37 3.433 6.346 -9.853
H38 1.891 6.460 -8.951
H39 4.415 3.491 -8.578
H40 4.633 4.865 -9.702
H41 5.512 4.828 -8.161
H42 4.363 3.431 -6.385
H43 3.494 3.008 -4.123
H44 1.784 2.169 -2.957
H45 1.185 3.297 -0.127
H46 3.085 3.134 1.343
H47 5.114 1.949 2.122
H48 6.110 0.156 0.710
H49 5.032 -0.484 -1.439
H50 2.964 0.658 -2.182
H51 -0.466 4.113 -0.963
H52 -1.416 5.902 0.414
H53 0.716 9.983 0.687
H54 -0.140 10.165 -0.864
H55 -0.988 10.494 0.674
H56 -2.779 8.021 0.453
H57 -1.766 7.429 1.789
H58 -2.114 9.166 1.660
H59 1.262 8.748 -1.513
H60 2.185 6.953 -2.885
H61 0.601 6.182 -4.640
H62 1.445 6.610 -6.890